(1)
The following is a quantum chemistry calculation of a cluster of 2 separate species, C5H16N4 in total at a distorted geometry, from the Open Molecules 2025 dataset.

Geometry (Å):
C -3.13 -0.33 -0.19
H 0.74 1.48 1.01
H 4.22 0.12 0.49
H 2.48 -2.04 -1.12
N -2.40 0.66 -0.19
H 3.22 1.60 0.22
C 2.17 -0.25 0.44
N 1.72 -0.25 1.88
C 0.90 0.41 0.88
H -3.06 1.51 -1.92
N -4.21 -0.66 -0.92
N -2.53 1.79 -1.06
H -3.02 2.71 -0.67
H 3.57 0.28 -0.94
H -2.70 -1.04 0.42
H 1.45 -1.14 2.28
H -4.48 -0.09 -1.70
H 0.90 -1.91 -0.21
H 2.62 -2.25 0.51
H -4.54 -1.61 -0.80
H 2.27 0.33 2.48
C 3.33 0.55 0.10
H 0.03 -0.12 0.58
H -1.58 1.89 -1.39
C 2.03 -1.65 -0.18

Its gap between HOMO and LUMO is 11.0 eV. The spin multiplicity is 1. For the lowest unoccupied orbital energy, the calculation gives -6.596 eV. The net charge is +2.

=====

(2)
The following is a quantum chemistry calculation of a structure of composition C29H23ClMnNO8 at a distorted geometry, from the Open Molecules 2025 dataset.

Geometry (Å):
H -4.06 1.83 5.07
O 4.95 -2.51 2.24
C 1.29 2.85 -1.51
H -4.22 0.68 -3.94
C 0.34 2.72 -2.52
H 2.08 0.98 -4.83
H 0.43 -3.30 -0.85
C 2.90 -5.47 -0.07
C -2.43 -0.13 -0.56
C 1.74 -5.00 -0.67
C -2.44 0.92 -2.76
C 1.87 1.51 -3.91
C -3.72 0.45 -3.00
C 0.62 2.07 -3.70
H -1.75 2.47 4.44
C -4.25 0.41 3.47
H 0.95 3.06 0.63
H 4.32 1.97 0.99
C 0.90 3.64 -0.29
N 2.03 -2.88 0.36
H -5.34 -0.73 -2.22
C -1.80 0.63 -1.55
C 2.82 1.62 -2.92
H -4.14 -0.96 1.83
H 1.55 4.51 -0.16
Cl -0.60 1.97 -4.94
C -3.64 -0.17 2.37
C -3.59 1.38 4.21
H -0.79 0.97 -1.40
C -3.71 -0.63 -0.83
C 3.62 -4.62 0.75
C -2.30 1.75 3.85
H -0.12 4.01 -0.39
H -5.24 0.09 3.75
H 3.80 1.17 -3.03
C 2.55 2.29 -1.73
O -2.51 -2.65 0.92
O 2.39 0.12 -0.09
C -1.69 1.16 2.75
H 2.97 3.10 0.99
H -0.31 1.02 0.79
O -0.37 0.07 0.64
O -0.37 -2.27 1.46
H -4.18 -1.29 -0.13
Mn 1.34 -1.15 1.28
C -1.52 -1.93 1.06
C 3.37 2.21 0.51
H 4.53 -4.91 1.24
O 2.92 -1.55 2.42
C -1.68 -0.41 0.75
H -1.92 1.51 -3.51
C 3.77 -2.38 1.95
H 1.13 -5.64 -1.30
O 3.62 2.39 -0.87
C -4.35 -0.33 -2.03
H -0.65 3.16 -2.38
C -2.36 0.22 1.97
C 2.44 1.04 0.76
O 1.77 1.03 1.83
C 3.14 -3.34 0.95
H 3.23 -6.49 -0.24
H -0.66 1.43 2.54
C 1.34 -3.70 -0.42

Its gap between HOMO and LUMO (alpha / beta) is 7.9 / 7.4 eV. The spin multiplicity is 2. For the lowest unoccupied orbital energy (alpha / beta), the calculation gives 2.564 / 2.564 eV. The net charge is -1.

=====

(3)
The following is a quantum chemistry calculation of a structure of composition C13H7BrCl3N10OPt at a distorted geometry, from the Open Molecules 2025 dataset.

Geometry (Å):
C 1.05 -2.26 0.10
N -3.13 3.36 0.35
H 3.27 -4.21 -1.56
H 0.54 -2.16 1.05
C 1.27 1.04 4.47
Cl 3.29 2.77 4.90
Cl -0.71 -0.77 4.36
N -1.77 -0.28 -2.44
C 2.16 1.94 3.89
H 2.01 -4.10 0.61
N -2.13 2.56 0.50
C 2.31 -2.41 -2.28
H 1.28 0.85 5.53
C -3.22 1.97 -1.23
Pt -0.79 0.08 -0.63
N -3.60 1.30 -2.36
Cl 1.23 1.84 0.05
H 2.83 2.90 2.09
C 2.56 -3.43 -1.35
H 1.33 -0.55 -2.68
N -1.52 -1.30 -3.28
C 0.30 0.56 2.25
Br 3.19 -2.45 -3.97
C -2.96 0.23 -2.87
N 0.88 -1.25 -0.78
C 1.23 1.52 1.74
N -2.15 1.66 -0.47
C 2.14 2.19 2.53
N -3.39 -0.46 -3.93
C 1.87 -3.34 -0.14
C 0.38 0.37 3.66
C 1.50 -1.35 -1.98
N -3.84 3.03 -0.72
N -2.47 -1.38 -4.13
O -0.53 -0.10 1.55
H -4.44 1.61 -2.82

Its gap between HOMO and LUMO is 6.8 eV. The spin multiplicity is 1. For the lowest unoccupied orbital energy, the calculation gives 1.641 eV. The net charge is -1.

=====

(4)
The following is a quantum chemistry calculation of a cluster of 10 separate species, C35H40F5N5O10 in total at a distorted geometry, from the Open Molecules 2025 dataset.

Geometry (Å):
F 2.11 -0.43 3.41
C 4.10 1.07 -0.36
C 2.23 4.24 -5.05
C -5.77 -2.61 1.29
C 6.15 0.63 -1.55
C -0.17 -1.41 -1.61
C -5.97 -1.37 0.67
H -3.41 4.65 4.50
C -0.33 -6.20 -0.30
H 1.18 0.56 -4.33
O 0.67 5.62 0.86
H -0.70 4.37 -0.67
H -5.05 0.13 -0.51
H 2.55 5.26 -5.17
C 1.53 3.54 -6.01
H 3.24 -1.65 -0.24
C 1.16 -1.21 3.97
H 2.16 1.90 -2.55
H 0.71 -1.63 -2.20
H 6.45 -0.19 1.71
H -5.11 1.42 2.17
C 1.44 -1.78 5.19
C -1.13 -1.72 4.20
C -2.04 3.35 3.40
C 6.76 0.07 -0.41
H -0.79 -5.84 0.62
C 3.30 -2.71 -0.47
C 1.39 1.61 -4.50
H -5.36 3.33 3.88
C -4.30 1.97 2.61
C -1.89 2.30 2.53
C 1.15 2.26 -5.68
C 2.51 3.65 -3.82
H 0.70 -6.42 -0.04
H -0.91 1.93 2.26
C -0.89 -2.36 5.43
H -2.84 -0.87 -0.62
H -6.94 -0.90 0.62
H 1.22 3.86 -7.00
O 0.28 -4.38 -1.66
C -3.04 1.53 2.24
C 4.84 1.05 -1.57
C 6.06 0.17 0.76
O 3.70 -2.93 1.83
F 4.09 0.62 1.93
H -6.61 -3.06 1.80
C -4.88 -0.79 0.04
O -3.33 0.30 -2.98
H 0.83 3.64 -1.12
H -1.33 1.41 -4.89
H -0.24 2.77 0.06
H 3.09 1.45 -0.33
C -4.39 3.05 3.51
H -0.88 -7.07 -0.65
H -1.72 -2.82 5.93
H -3.02 1.30 -5.07
C -0.12 -1.17 3.44
N 0.78 4.41 0.80
F -2.26 -3.19 0.53
H -0.26 -0.62 2.52
H 6.63 0.53 -2.52
H -0.57 -2.26 -1.07
O -0.56 -0.16 0.28
O 1.48 3.74 1.52
F -0.93 3.96 3.86
N -0.59 -5.16 -1.34
H -2.13 -1.81 3.77
C 2.08 2.36 -3.53
H 4.21 -2.99 -0.97
H 7.69 -0.46 -0.58
C -4.48 -3.16 1.28
C -3.62 -1.34 -0.04
O -1.76 1.55 -2.18
C -3.27 3.75 3.91
H 2.46 -1.65 5.53
H 2.31 -3.02 -0.82
C -2.26 1.72 -4.42
H 0.55 -2.80 6.90
N 0.23 -0.37 -0.62
H 3.12 4.12 -3.06
O 2.50 -4.44 0.87
O -1.73 -5.11 -1.75
H -0.98 -1.01 -2.21
H -2.93 0.66 1.62
C -3.44 -2.55 0.64
C 0.09 3.73 -0.32
F 0.44 1.55 -6.61
H -2.34 2.80 -4.42
O 1.12 0.41 -0.89
C 0.41 -2.38 5.91
N 3.20 -3.44 0.84
N -2.45 1.12 -3.09
H 4.37 1.40 -2.47
H -4.36 -4.05 1.88
C 4.77 0.63 0.77

Its SMILES is C[N+](=O)[O-].C[N+](=O)[O-].C[N+](=O)[O-].C[N+](=O)[O-].C[N+](=O)[O-].Fc1ccccc1.Fc1ccccc1.Fc1ccccc1.Fc1ccccc1.Fc1ccccc1. Its gap between HOMO and LUMO is 8.4 eV. The spin multiplicity is 1. For the lowest unoccupied orbital energy, the calculation gives -0.350 eV. The net charge is 0.

=====

(5)
The following is a quantum chemistry calculation of the molecule C2H5N3 at a distorted geometry, from the Open Molecules 2025 dataset.

Geometry (Å):
C -1.17 0.32 0.02
N -2.38 -0.07 -0.03
N 2.37 -0.12 -0.03
H 1.16 1.48 -0.13
H 2.31 -1.15 0.09
H 0.09 -1.36 0.19
N -0.02 -0.33 -0.01
H -2.59 -1.05 -0.11
C 1.21 0.39 0.00
H -1.01 1.41 0.23

Its SMILES is [H]/N=C\N/C=N\[H]. Its gap between HOMO and LUMO is 10.5 eV. The spin multiplicity is 1. For the lowest unoccupied orbital energy, the calculation gives 0.920 eV. The net charge is 0.

=====

Energy above the lowest of the compared OMol25 structures with the same formula, charge and spin (eV)
1.999, 0.761, 0.534, 0.499, 0.455